Model w:
This record from the Open Molecules 2025 dataset describes an isolated ion of composition C5H4N and charge +1. The level of theory is the ωB97M-V functional and the def2-TZVPD basis.

```
10
C5H4N (the ωB97M-V functional and the def2-TZVPD basis)
C -0.29140 -0.59670 0.32596
C -1.66838 2.25362 -2.96527
C -0.40304 -1.77371 0.94495
C 0.02178 1.63254 -1.12654
C -0.11018 0.51305 -0.19234
N -0.90311 1.87508 -2.09799
H -1.26148 -2.40355 0.47922
H 0.34579 -2.20882 1.67236
H 0.32087 2.56072 -0.72512
H 0.90342 1.15359 -1.66901
```

Results
Frontier orbital gap (eV): 7.52
HOMO energy (eV): -15.62
Spin multiplicity: 1
Total charge: +1

Per-atom natural (NBO) charges, elementary charge units:
1. C -0.130
2. C 0.473
3. C -0.025
4. C -0.333
5. C 0.403
6. N -0.600
7. H 0.287
8. H 0.293
9. H 0.303
10. H 0.330

Model x:
This record from the Open Molecules 2025 dataset describes C5H4N as an isolated structure. The level of theory is the ωB97M-V functional and the def2-TZVPD basis.

```
10
C5H4N (the ωB97M-V functional and the def2-TZVPD basis)
C 1.03530 2.34725 -1.23667
C 0.35891 1.73362 -0.25224
C 0.51597 0.02640 -1.26491
C 0.76494 1.22113 -1.89576
C -0.86992 -1.16892 1.57037
N 0.51510 0.42125 0.00436
H 0.13307 -0.92390 -1.68278
H 0.19103 -1.57037 1.50970
H -1.07608 -0.71211 2.56083
H -1.56832 -1.37434 0.68710
```

Results
Frontier orbital gap (alpha / beta) (eV): 6.48 / 6.47
HOMO energy (alpha / beta) (eV): -14.25 / -14.25
Spin multiplicity: 1
Total charge: +1

Per-atom natural (NBO) charges, elementary charge units:
1. C 0.008
2. C 0.337
3. C -0.065
4. C 0.184
5. C 0.017
6. N -0.459
7. H 0.261
8. H 0.234
9. H 0.238
10. H 0.246

Short version: model x is the least stable of them.

Model w:
This record from the Open Molecules 2025 dataset describes a 2-piece molecular cluster, C5H4N overall. The level of theory is the ωB97M-V functional and the def2-TZVPD basis.

```
10
C5H4N (the ωB97M-V functional and the def2-TZVPD basis)
C -0.81549 -0.90133 -0.80107
C -1.28061 -2.07692 -0.61162
C 1.02846 -0.87801 2.65802
C 0.43364 -0.74409 1.60757
C 0.19427 -0.12242 -1.59436
N -0.99216 0.43550 -1.02866
H 1.49033 -0.77641 3.55422
H 1.07895 -0.07810 -0.89616
H 0.44050 -0.01796 -2.67189
H -1.67512 0.84151 -1.62897
```

Results
Frontier orbital gap (alpha / beta) (eV): 5.89 / 5.91
HOMO energy (alpha / beta) (eV): -15.56 / -15.58
Spin multiplicity: 1
Total charge: +1

Per-atom natural (NBO) charges, elementary charge units:
1. C -0.185
2. C 0.538
3. C -0.184
4. C 0.103
5. C -0.117
6. N -0.403
7. H 0.258
8. H 0.263
9. H 0.280
10. H 0.448

Model x:
This record from the Open Molecules 2025 dataset describes an isolated ion of composition C5H4N and charge +1. The level of theory is the ωB97M-V functional and the def2-TZVPD basis.

```
10
C5H4N (the ωB97M-V functional and the def2-TZVPD basis)
C 1.86357 0.33863 -0.20861
C -1.67471 0.07531 -0.02216
C -0.50576 -0.82255 0.00399
C 0.44356 0.30551 -0.15606
C -0.55194 0.98123 0.39833
N 2.77583 -0.38075 0.06539
H 2.50975 1.29683 -0.47353
H -2.03351 0.08513 -1.02351
H -2.30292 -0.25192 0.76655
H -0.52387 -1.62742 0.64961
```

Results
Frontier orbital gap (alpha / beta) (eV): 5.05 / 5.02
HOMO energy (alpha / beta) (eV): -14.09 / -14.08
Spin multiplicity: 1
Total charge: +1

Per-atom natural (NBO) charges, elementary charge units:
1. C -0.013
2. C -0.475
3. C 0.064
4. C -0.261
5. C 0.193
6. N 0.250
7. H 0.466
8. H 0.294
9. H 0.258
10. H 0.225

Short version: model w is the least stable of them.

Model w:
This record from the Open Molecules 2025 dataset describes C3H3ClN2 as an isolated structure. The level of theory is the ωB97M-V functional and the def2-TZVPD basis.

```
9
C3H3ClN2 (the ωB97M-V functional and the def2-TZVPD basis)
C -0.48088 0.14554 0.96958
C -1.06437 0.47014 -0.25363
C -1.17353 -1.39552 0.15665
N -0.69970 -1.24120 1.30768
N -1.67843 -0.68302 -0.73426
Cl 2.46694 0.25398 -0.67237
H 0.23317 0.83512 1.44956
H -1.05756 1.47451 -0.90017
H 3.45435 0.14043 -1.32306
```

Results
Frontier orbital gap (eV): 8.44
HOMO energy (eV): -9.67
Spin multiplicity: 1
Total charge: 0

Per-atom natural (NBO) charges, elementary charge units:
1. C -0.109
2. C -0.085
3. C 0.691
4. N -0.470
5. N -0.496
6. Cl -0.239
7. H 0.228
8. H 0.242
9. H 0.238

Model x:
This record from the Open Molecules 2025 dataset describes one molecule with the formula C3H3ClN2. The level of theory is the ωB97M-V functional and the def2-TZVPD basis.

```
9
C3H3ClN2 (the ωB97M-V functional and the def2-TZVPD basis)
Cl -0.26669 -2.89312 -0.27712
C -0.21846 -1.19926 -0.18390
C 0.77222 -0.16145 -0.64710
C 0.40280 1.02391 -0.08892
N -0.74827 0.75093 0.52060
N -1.06982 -0.55430 0.51778
H 1.57734 -0.43938 -1.35006
H 0.49268 2.24422 -0.16976
H -0.94181 1.22846 1.67848
```

Results
Frontier orbital gap (eV): 10.00
HOMO energy (eV): -9.50
Spin multiplicity: 1
SMILES string: Clc1cc[nH]n1
Total charge: 0

Per-atom natural (NBO) charges, elementary charge units:
1. Cl 0.061
2. C 0.093
3. C -0.340
4. C -0.062
5. N -0.361
6. N -0.287
7. H 0.236
8. H 0.248
9. H 0.412

Short version: model w is the least stable of them.

Model w:
This record from the Open Molecules 2025 dataset describes one molecule with the formula C2H6N2O2S. The level of theory is the ωB97M-V functional and the def2-TZVPD basis.

```
13
C2H6N2O2S (the ωB97M-V functional and the def2-TZVPD basis)
H -3.52060 -1.13586 -0.41743
N -2.55986 -1.30659 0.05867
C -1.65079 -0.46621 -0.14442
N -0.60704 -0.48243 0.84369
S 1.10666 -0.39756 -0.15449
C 1.56319 1.34685 -0.02605
O 1.97091 -1.24319 0.62590
O 0.82647 -0.64761 -1.51867
H -1.61447 0.50879 -0.69429
H -0.40048 -1.34134 1.35920
H 0.90943 1.96109 0.56815
H 2.57693 1.37121 0.46491
H 1.39964 1.83283 -0.96517
```

Results
Frontier orbital gap (eV): 10.57
HOMO energy (eV): -10.00
Spin multiplicity: 1
SMILES string: [H]/N=C/NS(C)(=O)=O
Total charge: 0

Per-atom natural (NBO) charges, elementary charge units:
1. H 0.357
2. N -0.651
3. C 0.247
4. N -0.784
5. S 2.189
6. C -0.889
7. O -0.908
8. O -0.912
9. H 0.165
10. H 0.398
11. H 0.263
12. H 0.267
13. H 0.257

Model x:
This record from the Open Molecules 2025 dataset describes C2H6N2O2S as an isolated structure. The level of theory is the ωB97M-V functional and the def2-TZVPD basis.

```
13
C2H6N2O2S (the ωB97M-V functional and the def2-TZVPD basis)
C 0.36465 -1.25526 -1.15962
C 0.60489 0.13994 -1.56108
N -0.68441 -0.39078 -0.84420
N -1.18759 1.33581 1.69593
O -0.14670 -0.97890 2.22578
O 1.31497 0.74300 1.31920
S 0.03147 0.10829 1.32430
H 0.09412 -2.03249 -1.91091
H 1.04474 -1.74989 -0.42983
H 1.17287 0.62468 -0.77686
H 0.59874 0.44640 -2.57731
H -2.15906 1.12655 1.79831
H -1.04868 1.88266 0.89630
```

Results
Frontier orbital gap (alpha / beta) (eV): 8.63 / 8.63
HOMO energy (alpha / beta) (eV): -9.81 / -9.82
Spin multiplicity: 1
Total charge: 0

Per-atom natural (NBO) charges, elementary charge units:
1. C -0.319
2. C -0.324
3. N -0.372
4. N -1.001
5. O -0.887
6. O -0.884
7. S 2.134
8. H 0.211
9. H 0.217
10. H 0.234
11. H 0.219
12. H 0.403
13. H 0.370

Short version: model x is the least stable of them.